Run P
The following is a DFT calculation (the ωB97M-V functional and the def2-TZVPD basis) of a single C4H13N3 molecule.

Each line ends with the Löwdin charge.
Atoms and positions in Å:
N -0.073 -0.454 -2.997  -0.005
N -1.273 -0.010 2.594  -0.045
N 0.159 1.445 -0.515  0.010
C -0.026 -0.005 -0.338  -0.471
C 0.066 0.231 2.261  -0.323
C 0.718 -0.385 0.892  -0.170
C 0.557 -0.658 -1.605  -0.239
H 1.801 -0.040 0.943  0.133
H -0.562 -1.327 -2.990  0.039
H 0.080 1.568 -1.632  0.121
H 0.558 -0.476 -3.781  0.051
H 0.587 -1.740 -1.503  0.095
H 0.193 1.323 2.283  0.109
H -1.891 0.366 1.799  0.092
H -1.151 -0.147 -0.402  0.148
H -1.412 -1.050 2.578  0.089
H 0.563 -0.463 2.943  0.099
H 1.621 -0.451 -1.742  0.112
H -0.594 1.998 -0.218  0.031
H 0.628 -1.526 0.890  0.122

## Properties
- Kohn-Sham gap: 0.36751 hartree
- SMILES: NCC[C@@H](N)CN

---

Run Q
The following is a DFT calculation (the ωB97M-V functional and the def2-TZVPD basis) of a 2-piece molecular cluster, C4H13N3 overall.

Each line ends with the Löwdin charge.
Atoms and positions in Å:
N 0.617 -2.060 -0.124  -0.075
N -1.880 -1.050 -0.664  0.045
N -2.279 1.187 0.004  0.107
C 1.172 1.056 1.061  -0.154
C 1.519 -1.095 -0.593  -0.295
C -1.934 -0.106 0.202  -0.367
C 1.118 0.590 -0.384  -0.231
H 0.984 2.132 1.152  0.064
H 0.210 0.900 -0.901  0.051
H 0.634 -2.099 0.890  0.044
H 1.926 1.059 -0.951  0.077
H -2.078 -0.783 -1.624  0.067
H 0.456 0.528 1.698  0.045
H -2.494 1.507 -0.923  0.102
H 1.617 -1.176 -1.677  0.082
H -0.473 -1.786 -0.488  0.069
H 2.156 0.863 1.493  0.067
H -2.159 1.858 0.740  0.096
H 2.498 -1.168 -0.113  0.089
H -1.608 -0.356 1.202  0.116

## Properties
- Kohn-Sham gap: 0.30956 hartree
- SMILES: [H]/N=C\N.CCCN

---

The winner here is run Q, beating the second structure by 0.560 eV.

---

Run P
The following is a DFT calculation (the ωB97M-V functional and the def2-TZVPD basis) of a single C4H13N3 molecule.

Each line ends with the Löwdin charge.
Atoms and positions in Å:
N -2.342 -0.891 -1.144  -0.001
N -1.041 -0.019 0.712  -0.064
N 2.310 1.137 -0.467  0.019
C 1.448 0.392 0.474  -0.446
C -2.289 0.048 0.001  -0.320
C 1.897 -1.035 0.593  -0.083
C 0.026 0.623 -0.054  -0.232
H -2.466 1.048 -0.382  0.111
H 2.958 -1.141 0.799  0.073
H -0.806 -0.966 0.969  0.091
H 1.639 -1.587 -0.312  0.084
H -2.522 -1.825 -0.839  0.046
H -0.114 1.705 -0.048  0.112
H -3.057 -0.628 -1.819  0.061
H 1.506 0.917 1.427  0.133
H -0.028 0.323 -1.109  0.108
H 2.844 0.542 -1.088  0.065
H 2.950 1.769 0.001  0.066
H 1.455 -1.601 1.423  0.073
H -3.109 -0.212 0.679  0.102

## Properties
- Kohn-Sham gap: 0.36221 hartree
- SMILES: C[C@@H](N)CNCN

---

Run Q
The following is a DFT calculation (the ωB97M-V functional and the def2-TZVPD basis) of a 2-piece molecular cluster, C4H13N3 overall.

Each line ends with the Löwdin charge.
Atoms and positions in Å:
N -1.756 1.658 0.768  -0.184
N -2.346 1.900 -0.406  0.023
N -1.909 0.573 1.330  0.005
C 0.646 -0.551 0.120  -0.521
C 1.691 -1.002 1.133  -0.089
C 0.475 -1.575 -0.996  -0.093
C 0.967 0.824 -0.432  -0.115
H -0.334 -0.445 0.678  0.082
H 1.412 -1.700 -1.540  0.077
H 1.421 -1.966 1.562  0.073
H -0.285 -1.256 -1.706  0.067
H 1.990 0.876 -0.803  0.078
H -2.115 2.764 -0.865  0.090
H 0.769 1.569 0.369  0.074
H -2.537 -0.095 0.834  0.058
H 0.186 -2.544 -0.592  0.072
H 2.667 -1.102 0.659  0.076
H 1.773 -0.279 1.941  0.076
H 0.288 1.107 -1.232  0.053
H -3.004 1.242 -0.820  0.098

## Properties
- Kohn-Sham gap: 0.38787 hartree
- SMILES: [H]/N=N\N.CC(C)C

---

The winner here is run P, beating the second structure by 1.536 eV.

---

Run P
The following is a DFT calculation (the ωB97M-V functional and the def2-TZVPD basis) of a single CH3PSi molecule.

Each line ends with the Löwdin charge.
Atoms and positions in Å:
P 1.683 -0.196 -0.169  0.598
Si -0.523 -0.600 -0.135  0.319
C 0.478 1.037 0.037  -0.664
H -0.848 -1.102 1.243  -0.107
H -1.557 -1.192 -1.120  -0.090
H 0.768 2.053 0.143  -0.056

## Properties
- Kohn-Sham gap: 0.32501 hartree
- SMILES: C1=P[SiH2]1

---

Run Q
The following is a DFT calculation (the ωB97M-V functional and the def2-TZVPD basis) of a 2-piece molecular cluster, CH3PSi overall.

Each line ends with the Löwdin charge.
Atoms and positions in Å:
P 0.001 -1.605 -0.530  0.644
Si -0.040 0.605 -0.260  0.286
C -0.386 -0.780 0.922  -0.685
H -0.282 -0.934 1.914  -0.077
H 1.680 1.445 -0.923  -0.022
H -0.972 1.269 -1.124  -0.145

## Properties
- Kohn-Sham gap: 0.30601 hartree

---

Run R
The following is a DFT calculation (the ωB97M-V functional and the def2-TZVPD basis) of a 2-piece molecular cluster, CH3PSi overall.

Each line ends with the Löwdin charge.
Atoms and positions in Å:
P 2.027 -3.189 -0.275  0.530
Si 1.120 -1.504 1.027  0.399
C 0.386 -2.914 0.077  -0.927
H 1.784 1.056 -1.637  0.002
H 1.116 1.293 -1.781  0.009
H -0.443 -3.643 -0.192  -0.014

## Properties
- Kohn-Sham gap: 0.29327 hartree
- SMILES: C1=P#[Si]1.[H][H]

---

The winner here is run P, beating the second structure by 0.588 eV.